No. 1
{
  "formula": "C3H5NO",
  "method": "ωB97M-V/def2-TZVPD",
  "smiles": "COCC#N",
  "lumo_ev": 0.34,
  "homo_lumo_gap_ha": 0.402,
  "fmax_ev_per_a": 3.61,
  "symbols": ["C", "O", "C", "C", "N", "H", "H", "H", "H", "H"],
  "xyz": [[-1.069, 0.876, 0.251], [-0.673, 0.295, -0.949], [0.504, -0.587, -0.760], [0.975, -0.547, 0.632], [1.843, -1.067, 1.197], [-2.018, 0.486, 0.646], [-1.016, 1.976, 0.251], [-0.159, 0.467, 1.093], [1.351, -0.263, -1.385], [0.262, -1.638, -0.976]]
}

***

No. 2
{
  "formula": "C21H9Cl5CoN6",
  "method": "ωB97M-V/def2-TZVPD",
  "spin_multiplicity": 4,
  "lumo_ev": [-0.93, -1.07],
  "homo_lumo_gap_ha": [0.279, 0.273],
  "fmax_ev_per_a": 1.51,
  "symbols": ["Co", "N", "C", "N", "C", "N", "C", "C", "N", "C", "C", "N", "H", "H", "H", "H", "H", "N", "C", "C", "C", "C", "C", "C", "C", "C", "C", "H", "H", "H", "H", "Cl", "C", "C", "C", "Cl", "C", "Cl", "C", "Cl", "C", "Cl"],
  "xyz": [[14.217, 6.015, 6.469], [14.142, 6.665, 10.793], [14.228, 5.758, 9.813], [14.231, 6.371, 8.635], [14.159, 7.681, 8.986], [14.104, 7.905, 10.271], [14.142, 8.713, 7.964], [14.058, 10.065, 8.274], [14.098, 10.960, 7.266], [14.264, 10.539, 6.037], [14.338, 9.180, 5.752], [14.252, 8.264, 6.710], [14.116, 6.474, 11.781], [14.301, 4.710, 9.956], [13.886, 10.426, 9.287], [14.341, 11.256, 5.229], [14.462, 8.800, 4.756], [23.905, 6.773, 6.875], [22.768, 6.614, 6.749], [21.345, 6.349, 6.559], [20.388, 7.331, 6.866], [19.046, 7.091, 6.601], [18.625, 5.865, 6.087], [19.578, 4.863, 5.871], [20.930, 5.113, 6.088], [17.232, 5.647, 5.884], [16.026, 5.584, 5.822], [20.693, 8.295, 7.280], [18.282, 7.825, 6.854], [19.252, 3.914, 5.509], [21.671, 4.374, 5.882], [12.402, 3.711, 8.032], [11.520, 4.851, 7.038], [12.266, 5.541, 6.104], [11.542, 6.350, 5.249], [12.450, 7.072, 3.935], [10.179, 6.560, 5.361], [9.389, 7.598, 4.243], [9.486, 5.877, 6.356], [7.793, 6.149, 6.583], [10.170, 5.007, 7.197], [9.340, 4.180, 8.474]]
}

***

No. 3
{
  "formula": "C26H78O23",
  "method": "ωB97M-V/def2-TZVPD",
  "lumo_ev": 0.38,
  "homo_lumo_gap_ha": 0.359,
  "fmax_ev_per_a": 2.87,
  "symbols": ["C", "C", "O", "H", "H", "H", "H", "H", "H", "C", "C", "O", "H", "H", "H", "H", "H", "H", "C", "C", "O", "H", "H", "H", "H", "H", "H", "C", "C", "O", "O", "H", "H", "H", "H", "H", "H", "C", "C", "O", "O", "H", "H", "H", "H", "H", "H", "C", "C", "O", "O", "H", "H", "H", "H", "H", "H", "C", "C", "O", "O", "H", "H", "H", "H", "H", "H", "C", "C", "O", "O", "H", "H", "H", "H", "H", "H", "C", "C", "O", "O", "H", "H", "H", "H", "H", "H", "C", "C", "O", "O", "H", "H", "H", "H", "H", "H", "C", "C", "O", "O", "H", "H", "H", "H", "H", "H", "C", "C", "O", "O", "H", "H", "H", "H", "H", "H", "C", "C", "O", "O", "H", "H", "H", "H", "H", "H"],
  "xyz": [[-19.903, -11.975, 5.821], [-20.966, -13.050, 5.559], [-22.008, -12.451, 4.830], [-19.358, -11.781, 4.916], [-19.072, -12.367, 6.486], [-20.380, -11.110, 6.229], [-21.333, -13.440, 6.534], [-20.540, -13.816, 4.925], [-22.279, -11.664, 5.326], [-19.763, -10.695, -1.854], [-19.453, -11.964, -2.746], [-20.469, -12.921, -2.686], [-20.676, -10.210, -2.212], [-18.975, -9.942, -1.915], [-19.867, -10.839, -0.750], [-18.582, -12.480, -2.424], [-19.385, -11.621, -3.815], [-21.332, -12.455, -2.587], [-14.974, -17.631, 1.689], [-16.232, -17.501, 0.793], [-16.847, -16.253, 0.447], [-14.769, -18.685, 1.644], [-15.188, -17.268, 2.660], [-14.097, -17.031, 1.352], [-17.023, -18.136, 1.286], [-16.015, -17.907, -0.213], [-17.260, -15.859, 1.248], [-14.990, -10.446, 0.101], [-16.132, -10.773, -0.855], [-15.855, -10.768, -2.280], [-15.417, -10.807, 1.400], [-14.648, -9.400, 0.074], [-14.194, -11.085, -0.256], [-17.052, -10.131, -0.740], [-16.508, -11.746, -0.662], [-15.595, -9.905, -2.585], [-14.720, -11.229, 1.887], [-21.960, -9.972, 2.751], [-20.534, -9.538, 2.873], [-19.784, -9.538, 1.711], [-22.131, -11.242, 2.109], [-22.653, -9.338, 2.168], [-22.366, -10.091, 3.800], [-20.163, -10.273, 3.606], [-20.518, -8.552, 3.327], [-19.520, -10.459, 1.554], [-22.084, -11.926, 2.839], [-17.046, -9.340, 4.531], [-16.032, -10.124, 5.294], [-14.730, -9.671, 5.173], [-17.146, -8.063, 5.168], [-18.016, -9.778, 4.491], [-16.756, -9.080, 3.526], [-16.026, -11.118, 4.859], [-16.262, -10.183, 6.396], [-14.803, -8.673, 5.190], [-17.674, -7.444, 4.591], [-12.741, -13.613, 4.117], [-13.766, -12.558, 4.222], [-13.440, -11.408, 3.467], [-13.115, -14.666, 5.028], [-11.781, -13.189, 4.480], [-12.541, -14.078, 3.141], [-13.889, -12.229, 5.229], [-14.771, -12.856, 3.965], [-13.891, -10.683, 3.928], [-12.473, -15.350, 4.967], [-17.487, -15.749, 7.316], [-15.974, -15.442, 7.238], [-15.535, -15.783, 5.941], [-18.267, -14.991, 6.317], [-17.958, -15.413, 8.258], [-17.661, -16.840, 7.217], [-15.530, -15.982, 8.065], [-15.852, -14.353, 7.372], [-14.921, -15.100, 5.674], [-17.976, -15.281, 5.435], [-22.401, -15.048, 2.331], [-22.682, -15.867, 1.031], [-22.436, -17.260, 1.356], [-21.291, -15.619, 3.042], [-23.308, -15.056, 2.961], [-22.266, -14.016, 1.969], [-22.054, -15.498, 0.204], [-23.684, -15.792, 0.713], [-22.538, -17.847, 0.597], [-21.262, -16.559, 2.769], [-23.652, -10.435, -0.718], [-23.764, -11.689, -1.516], [-23.320, -11.622, -2.921], [-24.258, -10.596, 0.490], [-24.067, -9.592, -1.233], [-22.555, -10.246, -0.655], [-24.753, -12.133, -1.480], [-23.112, -12.393, -1.043], [-23.607, -10.789, -3.298], [-23.555, -10.856, 1.129], [-15.717, -13.787, -3.505], [-15.816, -14.879, -2.500], [-15.944, -14.195, -1.258], [-14.517, -13.046, -3.433], [-16.568, -13.130, -3.301], [-15.737, -14.175, -4.565], [-14.854, -15.387, -2.599], [-16.697, -15.506, -2.791], [-16.102, -14.800, -0.527], [-14.543, -12.587, -2.578], [-19.763, -15.736, -1.621], [-20.002, -17.113, -1.133], [-21.423, -17.451, -1.319], [-19.955, -15.730, -3.014], [-18.739, -15.408, -1.492], [-20.465, -15.171, -1.026], [-19.735, -17.016, -0.086], [-19.411, -17.947, -1.557], [-21.474, -17.539, -2.269], [-20.513, -14.971, -3.205], [-17.753, -13.153, 1.900], [-18.823, -13.872, 2.697], [-18.559, -15.266, 2.491], [-17.958, -11.796, 2.120], [-17.786, -13.376, 0.843], [-16.805, -13.579, 2.283], [-19.847, -13.603, 2.363], [-18.653, -13.682, 3.812], [-19.416, -15.721, 2.479], [-17.205, -11.258, 1.900]]
}

***

Short version: energy relative to the best compared isomer or geometry (same formula, charge and spin) = 67.3 2.1 3.8 kcal per mole, in the order given.
Short version: E = -6726.6527 -131100.4747 -75313.6632 eV, in the order given.